No. 1
# C3H3F5LiO3S

A structure of composition C3H3F5LiO3S at a distorted geometry (the ωB97M-V functional and the def2-TZVPD basis, OMol25).

## Properties
Orbital gap   12.033 eV
Lowest unoccupied orbital energy   -0.1588 Ha
Charge   +1
Molar mass   221.052 u
E_HOMO   -16.35 eV

XYZ file:
```
16
Properties=species:S:1:pos:R:3:forces:R:3
C 2.248 -0.666 0.357 0.77 -0.79 -0.58
O 1.999 0.688 0.766 -0.65 0.05 0.52
S 0.806 1.416 -0.005 0.36 0.02 -0.44
O 1.340 1.402 -1.393 -2.40 0.77 0.79
O -0.258 0.177 -0.008 0.14 0.41 -0.37
C -1.518 0.316 0.587 -0.21 0.21 0.41
F -1.863 1.610 0.678 0.09 -0.29 -0.09
F -1.469 -0.192 1.814 0.08 0.00 -0.06
C -2.555 -0.462 -0.271 -0.36 -0.20 -0.25
F -3.615 -0.754 0.475 0.33 0.16 -0.25
F -2.005 -1.591 -0.726 -0.12 0.22 0.18
F -2.922 0.292 -1.306 0.13 -0.18 0.23
H 1.826 -0.870 -0.638 -0.03 -0.02 0.20
H 1.826 -1.419 1.027 0.15 0.43 0.11
H 3.340 -0.748 0.293 -0.21 -0.24 0.33
Li 2.820 0.802 -1.649 1.91 -0.55 -0.71
```
Forces are in eV/Å.

Atom charges from the natural (NBO) analysis, given in e for atoms 1 to 6:
1. C -0.32
2. O -0.69
3. S 1.85
4. O -1.07
5. O -0.70
6. C 0.83

No. 2
# C5H10O2P2

The molecule C5H10O2P2 at a distorted geometry (the ωB97M-V functional and the def2-TZVPD basis, OMol25).

## Properties
Orbital gap   9.208 eV
Lowest unoccupied orbital energy   0.0056 Ha
Relative energy (zero: lowest compared OMol25 entry of this formula, charge and spin)   59.6 kcal/mol
Structure (SMILES)   C=PC[C@H](O)[C@@H](O)P=C
Molar mass   164.081 u
E_HOMO   -9.05 eV

XYZ file:
```
19
Properties=species:S:1:pos:R:3:forces:R:3
C -1.358 1.349 -3.393 0.88 1.39 -2.07
P -0.169 1.807 -2.309 -0.86 -0.14 -0.39
C -0.647 1.017 -0.703 2.01 0.37 -2.04
C 0.567 0.561 0.022 1.17 0.26 -0.57
O 1.371 -0.433 -0.643 0.72 1.37 -0.89
C 0.136 -0.083 1.264 1.74 -1.43 2.29
O -0.749 -1.138 1.104 -2.55 2.23 0.75
P 1.746 -0.865 2.185 -0.98 0.53 -0.19
C 0.985 -2.134 2.932 -1.82 2.64 -1.72
H -1.146 1.823 -4.505 -0.89 -1.51 2.89
H -2.276 0.749 -3.216 0.79 0.49 -0.25
H -1.020 1.645 0.022 -1.60 1.99 1.04
H -1.271 0.224 -0.854 -1.93 -2.04 -0.47
H 1.061 1.531 0.266 0.73 -0.93 0.01
H 2.022 0.016 -1.238 -0.86 -0.62 0.65
H -0.353 0.642 1.878 -0.22 0.47 0.74
H -0.271 -1.796 0.699 1.52 -2.74 -1.63
H 1.478 -2.702 3.605 1.66 -2.06 1.88
H -0.107 -2.215 2.882 0.49 -0.27 -0.01
```
Forces are in eV/Å.

Atom charges from the natural (NBO) analysis, given in e for atoms 1 to 6:
1. C -0.85
2. P 0.66
3. C -0.74
4. C 0.05
5. O -0.74
6. C -0.13

Question: Among the records above, which one has the highest orbital gap?
Answer: C3H3F5LiO3S